Record 1
C5H8O | ωB97M-V/def2-TZVPD

Last column: Löwdin charge in e.
Atoms and positions in Å:
C1 -0.981 -0.698 -0.452  -0.11
C2 0.210 0.055 -0.973  -0.26
C3 -0.923 0.828 -0.377  -0.13
C4 0.225 0.237 1.928  0.05
O1 0.945 -0.580 1.193  -0.21
C5 1.434 -0.051 -0.056  -0.14
H1 -1.738 -1.040 -1.145  0.10
H2 -0.790 -1.414 0.342  0.10
H3 0.421 0.105 -2.035  0.13
H4 -1.671 1.271 -1.019  0.10
H5 -0.676 1.472 0.467  0.07
H6 -0.469 -0.480 2.446  0.04
H7 2.160 -0.783 -0.422  0.13
H8 1.922 0.915 0.104  0.13

frontier orbital gap	9.27	eV
net charge	0
energy above the lowest of the compared OMol25 structures with the same formula, charge and spin	4.8703	eV

***

Record 2
C7H10 | ωB97M-V/def2-TZVPD

Last column: Löwdin charge in e.
Atoms and positions in Å:
C1 -1.662 0.547 -0.095  -0.07
C2 -1.034 -0.670 -0.482  -0.17
C3 0.409 -0.866 -0.822  -0.31
C4 1.337 0.351 -0.903  -0.13
C5 1.318 0.832 0.535  -0.11
C6 0.785 -0.062 1.390  -0.15
C7 0.426 -1.220 0.617  -0.11
H1 -2.746 0.524 0.020  0.06
H2 -1.183 0.922 1.476  0.12
H3 -1.262 1.502 -0.425  0.06
H4 -1.670 -1.550 -0.575  0.11
H5 0.580 -1.671 -1.529  0.14
H6 0.981 1.148 -1.566  0.11
H7 2.314 0.034 -1.275  0.11
H8 1.394 1.885 0.785  0.10
H9 -0.361 0.586 1.944  0.09
H10 0.349 -2.245 0.978  0.12

frontier orbital gap	7.96	eV
net charge	0
energy above the lowest of the compared OMol25 structures with the same formula, charge and spin	6.2587	eV